ORCA calculation (ωB97M-V/def2-TZVPD) on a cluster of 5 separate species, C33H76NO13S5 in total.

```
128
C33H76NO13S5 (ωB97M-V/def2-TZVPD)
C 6.80 0.83 -2.36
C 5.27 1.15 -1.83
C 4.19 1.39 -3.06
C 4.33 2.90 -3.73
C 2.85 3.29 -4.37
C 2.34 2.15 -5.46
C 1.09 1.24 -4.84
C 0.77 0.04 -5.91
C -0.69 0.12 -6.64
C -1.83 0.28 -5.48
C -3.33 -0.25 -5.90
C -4.39 0.46 -4.84
C -5.97 0.20 -5.20
C -6.84 0.88 -3.94
N -8.19 0.23 -3.73
C -7.93 -1.08 -2.99
C -7.87 -0.94 -1.36
O -7.60 0.42 -0.86
C -8.46 1.44 -1.47
C -9.16 1.01 -2.89
C -9.81 2.34 -3.55
C -9.55 2.60 -5.14
C -9.21 4.22 -5.36
S -7.58 4.52 -6.24
H 7.18 -0.13 -1.77
H 7.50 1.73 -2.08
H 6.81 0.58 -3.53
H 5.28 2.15 -1.18
H 4.90 0.25 -1.15
H 3.12 1.37 -2.55
H 4.25 0.59 -3.91
H 4.69 3.65 -2.91
H 5.15 2.88 -4.59
H 3.03 4.31 -4.96
H 2.10 3.45 -3.47
H 3.17 1.41 -5.81
H 1.84 2.76 -6.35
H 0.21 2.00 -4.67
H 1.34 0.78 -3.79
H 1.62 0.10 -6.74
H 0.97 -1.01 -5.37
H -0.85 -0.87 -7.28
H -0.74 1.05 -7.40
H -1.95 1.46 -5.29
H -1.45 -0.14 -4.43
H -3.31 -1.43 -5.73
H -3.59 -0.03 -7.03
H -4.16 -0.01 -3.77
H -4.21 1.63 -4.86
H -6.30 0.66 -6.23
H -6.11 -0.97 -5.27
H -6.14 0.80 -2.98
H -6.97 2.01 -4.24
H -8.65 -0.02 -4.65
H -7.00 -1.68 -3.41
H -8.88 -1.76 -3.23
H -8.81 -1.42 -0.81
H -6.95 -1.61 -1.00
H -9.27 1.79 -0.67
H -7.79 2.39 -1.71
H -10.06 0.26 -2.63
H -9.51 3.26 -2.86
H -11.00 2.25 -3.41
H -10.59 2.44 -5.70
H -8.78 1.90 -5.67
H -10.05 4.74 -6.02
H -9.16 4.82 -4.35
H -6.78 3.36 -6.30
O 8.75 -0.11 -0.03
S 9.67 0.50 0.91
O 10.90 -0.15 1.31
O 8.85 0.93 2.26
C 8.08 -0.06 2.93
C 8.95 -0.98 3.75
C 10.05 2.14 0.36
H 7.46 -0.63 2.22
H 7.39 0.47 3.59
H 9.59 -1.60 3.11
H 8.34 -1.65 4.37
H 9.61 -0.40 4.41
H 9.12 2.65 0.10
H 10.69 2.05 -0.53
H 10.59 2.67 1.15
O -5.28 -2.92 0.55
S -4.13 -2.13 0.94
O -2.78 -2.58 0.68
O -4.26 -1.74 2.52
C -4.46 -2.79 3.46
C -3.16 -3.53 3.75
C -4.31 -0.49 0.29
H -5.24 -3.48 3.13
H -4.81 -2.32 4.39
H -2.83 -4.08 2.87
H -3.29 -4.24 4.57
H -2.36 -2.83 4.01
H -5.32 -0.13 0.53
H -4.17 -0.54 -0.79
H -3.55 0.15 0.74
O 5.32 -1.66 3.47
S 4.17 -1.88 4.32
O 3.70 -3.20 4.67
O 2.92 -1.01 3.75
C 2.52 -1.19 2.40
C 1.73 -2.47 2.22
C 4.41 -0.96 5.83
H 3.39 -1.16 1.74
H 1.89 -0.33 2.14
H 2.36 -3.35 2.38
H 1.32 -2.53 1.20
H 0.91 -2.52 2.94
H 4.72 0.06 5.58
H 5.20 -1.46 6.40
H 3.48 -0.96 6.39
O 4.70 -0.43 9.27
S 4.72 -0.74 10.69
O 5.93 -0.63 11.47
O 4.09 -2.23 10.91
C 4.63 -3.32 10.18
C 5.95 -3.78 10.78
C 3.44 0.17 11.50
H 4.75 -3.06 9.12
H 3.91 -4.13 10.24
H 6.73 -3.03 10.65
H 6.29 -4.70 10.29
H 5.85 -3.97 11.85
H 2.51 0.05 10.94
H 3.73 1.22 11.51
H 3.33 -0.20 12.52
```

Computed properties:
HOMO-LUMO gap in eV: 8.6
Net charge: +1
E in Eh: -4326.10707
Highest occupied orbital energy in eV: -11.386

---

ORCA calculation (ωB97M-V/def2-TZVPD) on a cluster of 12 separate species, C48H126N6O24 in total.

```
204
C48H126N6O24 (ωB97M-V/def2-TZVPD)
C -2.29 3.56 3.93
O -3.45 3.42 4.73
C -4.63 3.73 3.99
C -5.08 2.59 3.09
N -6.23 2.75 2.20
C -6.38 1.67 1.23
C -6.24 0.25 1.80
O -6.89 -0.79 1.09
C -6.48 -2.05 1.58
H -2.42 2.98 3.02
H -1.46 3.06 4.44
H -1.97 4.57 3.67
H -4.50 4.64 3.39
H -5.39 3.86 4.76
H -5.30 1.71 3.70
H -4.25 2.17 2.50
H -7.11 2.86 2.70
H -5.59 1.88 0.49
H -7.26 1.79 0.61
H -6.60 0.32 2.83
H -5.19 -0.05 1.71
H -5.40 -2.21 1.56
H -7.02 -2.78 0.98
H -6.80 -2.19 2.62
C 0.69 1.76 -3.56
O -0.21 0.99 -2.80
C 0.41 -0.19 -2.33
C -0.50 -0.87 -1.34
N -0.83 0.07 -0.30
C -1.74 -0.42 0.71
C -2.31 0.67 1.60
O -3.25 0.13 2.49
C -2.81 -0.24 3.78
H 1.00 1.17 -4.43
H 1.49 2.26 -3.01
H 0.12 2.51 -4.12
H 1.32 0.12 -1.79
H 0.74 -0.81 -3.17
H -0.06 -1.78 -0.92
H -1.33 -1.29 -1.93
H -1.13 0.95 -0.69
H -1.36 -1.23 1.34
H -2.63 -0.90 0.28
H -2.68 1.54 1.05
H -1.51 1.12 2.21
H -3.17 0.50 4.49
H -1.72 -0.37 3.71
H -3.22 -1.21 4.08
C 5.85 -5.52 -3.41
O 5.19 -4.43 -2.84
C 5.88 -3.78 -1.81
C 4.95 -2.77 -1.14
N 3.94 -3.35 -0.27
C 2.81 -3.91 -1.02
C 1.61 -4.21 -0.10
O 1.42 -3.12 0.80
C 0.79 -3.54 2.01
H 5.22 -6.09 -4.10
H 6.16 -6.21 -2.61
H 6.77 -5.27 -3.95
H 6.81 -3.32 -2.17
H 6.11 -4.47 -0.98
H 4.55 -2.01 -1.83
H 5.64 -2.18 -0.52
H 3.55 -2.56 0.24
H 3.21 -4.75 -1.58
H 2.46 -3.23 -1.82
H 1.72 -5.21 0.31
H 0.69 -4.21 -0.69
H 0.79 -2.72 2.73
H 1.44 -4.30 2.46
H -0.22 -3.91 1.84
C -5.14 -5.49 -3.87
O -5.76 -4.23 -3.72
C -6.75 -4.24 -2.66
C -6.94 -2.82 -2.20
N -5.66 -2.16 -2.04
C -5.76 -0.72 -1.89
C -4.40 -0.08 -1.71
O -4.48 1.24 -2.16
C -3.28 1.96 -2.04
H -5.79 -6.36 -3.73
H -4.36 -5.58 -3.11
H -4.67 -5.70 -4.83
H -6.53 -4.98 -1.89
H -7.62 -4.64 -3.19
H -7.62 -2.83 -1.34
H -7.57 -2.24 -2.90
H -5.05 -2.56 -2.73
H -6.48 -0.46 -1.13
H -6.10 -0.26 -2.84
H -3.60 -0.66 -2.18
H -4.19 -0.17 -0.63
H -2.43 1.39 -2.43
H -2.98 2.12 -1.00
H -3.11 2.89 -2.58
C 8.48 6.09 -5.36
O 8.22 4.78 -5.84
C 9.38 4.01 -6.00
C 8.99 2.77 -6.83
N 7.85 1.97 -6.32
C 8.19 1.32 -5.05
C 6.92 0.82 -4.35
O 6.15 1.98 -4.08
C 5.06 1.74 -3.24
H 8.99 6.66 -6.14
H 9.13 6.06 -4.48
H 7.52 6.56 -5.18
H 9.88 3.70 -5.08
H 10.10 4.58 -6.59
H 9.84 2.13 -7.05
H 8.55 3.18 -7.75
H 7.16 2.68 -6.08
H 8.90 1.85 -4.41
H 8.83 0.44 -5.24
H 7.18 0.33 -3.41
H 6.37 0.17 -5.04
H 5.41 1.68 -2.20
H 4.47 0.85 -3.49
H 4.29 2.51 -3.21
C 1.61 -1.10 11.13
O 2.07 -0.60 9.90
C 1.63 0.71 9.59
C 0.11 0.77 9.44
N -0.30 -0.16 8.37
C -1.72 -0.49 8.26
C -2.10 -1.10 6.93
O -1.53 -2.42 6.95
C -0.78 -2.81 5.81
H 0.55 -1.39 11.17
H 1.67 -0.40 11.97
H 2.15 -2.00 11.38
H 2.21 1.22 8.81
H 1.85 1.38 10.44
H -0.22 1.80 9.28
H -0.38 0.35 10.32
H 0.29 -0.97 8.49
H -2.33 0.40 8.43
H -1.95 -1.19 9.07
H -1.70 -0.58 6.06
H -3.18 -1.22 6.85
H -1.47 -3.01 4.98
H -0.26 -3.73 6.04
H -0.10 -2.01 5.51
O -0.63 -4.99 -4.85
C -0.09 -3.68 -4.92
C 0.12 -3.25 -6.38
O 0.95 -4.22 -7.02
H -0.13 -5.55 -5.45
H -0.76 -3.01 -4.38
H 0.84 -3.58 -4.34
H 0.62 -2.29 -6.45
H -0.83 -3.18 -6.90
H 0.38 -4.82 -7.52
O -3.81 -0.04 7.10
C -4.58 1.11 6.79
C -5.90 1.10 7.65
O -6.81 0.13 7.20
H -3.54 0.10 8.02
H -4.10 2.06 7.04
H -4.70 1.12 5.71
H -6.28 2.13 7.63
H -5.61 0.93 8.69
H -6.36 -0.71 7.31
O 4.48 -0.35 3.91
C 4.15 -0.91 2.64
C 3.14 -0.06 1.91
O 2.89 -0.73 0.69
H 4.87 0.52 3.76
H 5.08 -1.05 2.08
H 3.77 -1.92 2.77
H 3.68 0.89 1.86
H 2.22 0.02 2.49
H 1.98 -1.00 0.55
O -0.10 1.97 -7.10
C 0.91 1.37 -7.92
C 1.65 0.34 -7.05
O 2.85 0.90 -6.53
H 0.02 2.92 -7.13
H 0.45 0.85 -8.77
H 1.62 2.13 -8.26
H 1.95 -0.59 -7.55
H 1.01 -0.15 -6.29
H 3.42 0.13 -6.54
O 0.18 5.25 -6.02
C -0.37 5.21 -7.33
C -0.58 6.61 -7.97
O -1.57 6.42 -8.97
H 0.26 4.39 -5.62
H 0.35 4.68 -7.97
H -1.31 4.67 -7.36
H 0.40 7.02 -8.19
H -1.04 7.27 -7.23
H -1.12 6.05 -9.74
O -0.04 1.49 5.98
C 1.18 1.10 5.40
C 1.80 2.29 4.66
O 1.01 2.65 3.54
H -0.20 0.90 6.76
H 1.91 0.66 6.08
H 1.05 0.28 4.68
H 2.76 1.94 4.27
H 1.98 3.14 5.33
H 0.09 2.50 3.81
```

Computed properties:
HOMO-LUMO gap in eV: 8.5
Energy above the lowest of the compared OMol25 structures with the same formula, charge and spin in eV: 5.441
Net charge: 0
E in Eh: -4038.10466
Highest occupied orbital energy in eV: -8.069

---

ORCA calculation (ωB97M-V/def2-TZVPD) on a structure of composition C15H10ClF3NO5S3.

```
38
C15H10ClF3NO5S3 (ωB97M-V/def2-TZVPD)
Cl 3.30 -0.91 -1.94
C 1.78 0.00 -1.60
S 1.44 -0.29 0.42
C 1.59 -2.10 0.66
C 0.88 -2.99 -0.14
C 0.84 -4.34 0.20
C 1.46 -4.79 1.37
C 2.12 -3.87 2.20
C 2.18 -2.52 1.85
O 2.57 0.32 1.12
O 0.09 0.06 0.74
H 0.78 -0.41 -1.89
H 0.33 -2.61 -1.01
H 0.27 -5.03 -0.44
H 1.39 -5.83 1.68
H 2.57 -4.19 3.15
H 2.65 -1.80 2.52
F 0.31 2.59 -3.64
C 1.56 2.13 -3.41
F 1.81 1.11 -4.30
F 2.42 3.18 -3.68
S 2.19 1.60 -1.74
N -0.32 2.31 -1.16
C -1.23 1.32 -1.34
O -1.21 0.43 -2.19
C -2.24 1.54 -0.26
C -1.82 2.49 0.64
C -2.40 2.62 1.89
C -3.50 1.81 2.15
C -3.96 0.88 1.20
C -3.31 0.71 -0.02
S -0.35 3.32 0.02
O 0.73 3.18 1.00
O -0.63 4.63 -0.47
H -2.03 3.37 2.58
H -3.99 1.86 3.12
H -4.79 0.24 1.48
H -3.51 -0.02 -0.80
```

Computed properties:
HOMO-LUMO gap in eV: 7.6
Energy above the lowest of the compared OMol25 structures with the same formula, charge and spin in eV: 0.000
Net charge: -1
E in Eh: -2962.90210
Highest occupied orbital energy in eV: -5.000